(1)
32
Properties=species:S:1:pos:R:3:forces:R:3 method="wB97M-V/def2-TZVPD" e_homo_ha=-0.3064 lumo_energy_ha=-0.0593
F -0.28628 0.91275 3.35319 -0.064 -0.177 -1.269
C -1.07010 0.50480 2.29952 -0.589 -0.859 -0.127
C -0.99082 1.02881 1.00389 -0.457 2.525 1.799
F -0.65839 2.44480 0.99937 0.634 -2.447 -0.580
C -2.21661 0.91272 0.13960 -1.618 1.285 -2.815
O -2.42193 1.53869 -0.94032 1.196 -2.005 3.671
C -3.30368 0.06554 0.67730 -0.933 -1.163 -0.943
F -4.35532 -0.10709 -0.17493 0.896 0.322 1.040
C -3.20403 -0.64859 1.81059 -2.190 -0.204 -0.973
F -4.22208 -1.42333 2.25005 1.150 0.659 -0.680
C -2.04583 -0.54276 2.66760 2.072 0.274 2.250
O -1.97079 -1.21206 3.70767 -0.189 0.926 -1.473
C 0.14342 -1.14893 -0.45193 -1.301 0.676 1.035
C 1.24898 -1.70482 -1.31116 1.669 0.860 -0.616
N 2.24766 -0.63597 -1.59861 -0.222 -0.347 -0.117
C 1.57829 0.46870 -2.32852 1.217 -1.164 0.198
C 0.49728 1.06232 -1.45435 -0.947 0.549 0.770
N 0.35751 0.31403 -0.12720 1.910 -0.001 -1.466
C 1.70258 0.42417 0.56179 -1.150 0.325 0.632
C 2.79559 -0.12733 -0.32024 0.450 -0.803 -1.522
H -0.81665 -1.22173 -0.97672 0.027 0.000 0.300
H 0.10042 -1.68472 0.50561 -0.305 0.209 -0.143
H 1.79129 -2.51736 -0.83103 -0.101 -0.053 0.131
H 0.89037 -2.07288 -2.26733 -0.163 -0.038 -0.073
H 2.37028 1.18533 -2.58748 -0.365 -0.010 0.079
H 1.18401 0.06074 -3.26441 0.004 0.065 0.150
H 0.76210 2.09676 -1.20105 -0.484 -0.212 0.033
H -0.48382 1.01853 -1.94550 0.346 0.259 0.267
H 1.85938 1.48415 0.75134 -0.115 -0.006 0.266
H 1.64877 -0.13278 1.50664 -0.197 0.324 -0.124
H 3.32706 -0.96440 0.14502 -0.096 0.186 0.056
H 3.54134 0.62190 -0.59841 -0.085 0.043 0.245



(2)
82
Properties=species:S:1:pos:R:3:forces:R:3 method="wB97M-V/def2-TZVPD" e_homo_ha=-0.2176 lumo_energy_ha=0.0147
Cd -0.61613 1.03696 0.25731 -0.259 -0.005 -0.017
C 2.61280 0.54656 -0.54926 0.036 -0.043 -0.024
N 1.64373 1.54026 -1.02429 -0.097 -0.041 -0.037
C 1.62035 1.64774 -2.47298 0.109 -0.009 -0.003
C 0.86441 0.52372 -3.13357 -0.034 0.052 -0.028
C 1.33151 -0.04784 -4.31087 0.006 -0.016 -0.003
C 0.56710 -1.01728 -4.93794 0.000 0.019 0.018
C -0.64007 -1.38190 -4.36540 -0.006 -0.016 0.010
C -1.02343 -0.76264 -3.18515 0.016 -0.027 0.072
N -0.29075 0.16641 -2.57319 0.000 0.020 0.019
C 1.87466 2.83840 -0.41029 0.002 0.047 0.034
C 0.71616 3.78004 -0.63755 0.030 0.012 -0.020
C 0.90856 5.15531 -0.71162 0.005 -0.036 -0.014
C -0.18393 5.97602 -0.91649 -0.022 0.009 -0.003
C -1.44191 5.40454 -1.04843 0.005 0.006 -0.009
C -1.54862 4.03232 -0.94348 0.001 -0.010 -0.022
N -0.49634 3.23750 -0.74867 0.033 -0.003 0.093
C 2.16809 -0.24315 0.70762 -0.003 0.026 -0.046
C 3.38038 -0.48496 1.57300 0.024 -0.012 -0.047
C 3.22806 -0.63629 2.89665 -0.046 -0.016 0.067
C 1.95149 -0.39866 3.51255 0.055 -0.012 -0.036
C 1.01554 0.24154 2.75032 -0.081 -0.010 -0.019
N 1.13442 0.49770 1.43134 0.163 0.032 0.041
H 3.56555 1.04952 -0.33591 0.010 -0.008 -0.005
H 2.80851 -0.15908 -1.36117 -0.019 0.012 0.017
H 2.63600 1.70221 -2.89387 -0.010 0.012 0.022
H 1.11675 2.57947 -2.74329 -0.012 -0.013 -0.012
H 2.28354 0.26455 -4.71961 0.012 -0.003 0.003
H 0.90948 -1.48011 -5.85438 0.003 -0.011 -0.001
H -1.27366 -2.13504 -4.81277 -0.008 0.005 -0.011
H -1.95314 -1.02273 -2.69292 -0.016 -0.028 0.028
H 2.79973 3.30728 -0.78260 -0.016 -0.016 0.011
H 1.99632 2.67621 0.66445 -0.012 -0.008 -0.016
H 1.90593 5.56288 -0.61321 0.005 0.000 -0.001
H -0.05803 7.04894 -0.97869 0.000 0.007 -0.001
H -2.32186 6.00811 -1.21904 -0.005 0.005 0.002
H -2.50864 3.53648 -1.00984 -0.010 0.000 0.010
H 4.34539 -0.59257 1.09068 0.023 0.029 0.006
H 4.08767 -0.86907 3.51635 0.006 0.001 0.009
H 1.80249 -0.51414 4.57519 -0.011 -0.004 0.021
H 0.11622 0.63863 3.21101 0.040 0.018 0.008
C -1.22853 -3.49115 -0.30204 -0.016 -0.004 -0.006
N -1.41766 -2.91238 1.01249 -0.042 -0.029 -0.004
C -1.04036 -3.50629 2.19469 0.038 0.024 0.048
C -1.40235 -2.65798 3.18036 0.008 -0.052 -0.016
N -2.00698 -1.55908 2.61527 -0.068 0.016 0.010
B -2.61701 -0.45310 3.58869 -0.007 -0.007 0.006
N -3.64173 0.43065 2.84319 -0.005 0.026 0.050
C -4.96441 0.08400 2.68729 -0.029 0.002 -0.063
C -5.57972 1.05598 1.98445 -0.014 -0.045 0.036
N -4.61922 2.00986 1.71498 -0.008 0.008 0.017
C -4.85807 3.23534 0.98751 0.019 0.023 -0.015
C -3.43418 1.61210 2.23969 0.087 -0.011 -0.039
S -1.96720 2.48933 2.11759 0.030 0.008 -0.018
C -2.00100 -1.71895 1.28641 0.062 0.088 -0.056
S -2.58027 -0.65213 0.04852 0.121 0.035 -0.070
H -0.39767 -4.19205 -0.25554 0.003 0.000 -0.003
H -0.99177 -2.70436 -1.01260 -0.009 0.012 -0.016
H -2.13188 -4.00610 -0.63097 0.008 0.006 -0.003
H -0.53947 -4.45664 2.21981 0.011 -0.020 0.001
H -1.28253 -2.73457 4.24513 -0.003 -0.009 0.023
H -1.73257 0.21107 4.04653 -0.017 -0.006 0.003
H -3.22025 -1.07275 4.43402 0.009 -0.002 0.000
H -5.34931 -0.83093 3.09810 -0.010 -0.016 0.011
H -6.59888 1.16761 1.66279 -0.020 0.003 0.001
H -5.70068 3.76889 1.42619 0.000 -0.005 -0.007
H -5.07381 3.01869 -0.06020 0.006 0.003 0.005
H -3.96237 3.84805 1.05981 -0.021 -0.007 0.001
C 1.50621 -1.59593 0.29576 -0.031 -0.025 0.042
C 2.35328 -2.58503 -0.44761 -0.004 0.007 0.043
C 2.24868 -2.71861 -1.83027 0.015 -0.020 -0.018
C 3.03584 -3.62516 -2.52654 0.005 0.000 -0.005
C 3.94521 -4.42074 -1.84504 0.006 -0.003 0.004
C 4.05289 -4.30666 -0.46523 0.003 -0.001 -0.013
C 3.26199 -3.40115 0.22660 -0.009 0.007 -0.003
H 0.62117 -1.35213 -0.30452 -0.003 0.011 -0.016
H 1.15986 -2.03186 1.23840 -0.008 0.009 -0.033
H 1.53092 -2.10853 -2.36731 -0.036 0.020 -0.019
H 2.93449 -3.71325 -3.60144 -0.003 -0.001 -0.008
H 4.55980 -5.13066 -2.38333 0.005 -0.005 -0.002
H 4.75316 -4.93082 0.07553 0.006 -0.002 0.002
H 3.34206 -3.31642 1.30290 0.003 0.000 0.014



(3)
10
Properties=species:S:1:pos:R:3:forces:R:3 method="wB97M-V/def2-TZVPD" charge=-1 e_homo_ha=-0.0748 e_above_lowest_kj_mol=61.6 lumo_energy_ha=0.1620
O 1.18383 -1.52484 0.93742 -0.456 0.774 0.552
H 0.76517 -0.81553 1.48238 0.539 -0.908 -0.547
C -1.01497 0.80886 0.16430 2.385 -2.652 -0.811
C -0.15604 0.64285 -1.19635 1.253 1.631 2.631
H -1.45681 1.73562 0.20828 -1.427 2.162 -0.034
H -1.72110 -0.02795 0.35355 0.298 0.584 -0.475
H -0.31050 0.75214 1.01040 -0.164 -0.007 -0.418
H 0.32426 -0.33179 -1.16552 0.158 -0.043 0.208
H 0.75728 1.47664 -1.14121 -2.541 -2.041 -0.567
H -0.80293 0.69932 -2.05494 -0.045 0.498 -0.537



(4)
92
Properties=species:S:1:pos:R:3:forces:R:3 method="wB97M-V/def2-TZVPD" charge=-1 spin_multiplicity=2 e_homo_ha="-0.0876 / -0.0884" e_above_lowest_kj_mol=744.4 lumo_energy_ha="0.0886 / 0.0886"
Ce -0.68857 -0.98626 0.28221 -0.159 0.835 -0.520
O -3.88655 -3.60850 1.86812 -0.697 -1.673 -0.036
C -3.27052 -2.58109 1.73709 -0.228 1.361 -1.616
O -2.72475 -2.11118 0.66504 -0.126 -0.681 0.258
C -3.16083 -1.69300 2.90956 1.400 0.492 1.168
C -3.96566 -1.81629 4.04834 -0.547 -1.750 -3.325
C -3.57822 -1.12965 5.12717 -0.568 -0.182 1.463
C -2.48481 -0.32549 5.10636 1.517 0.914 -0.408
C -1.67834 -0.28065 3.94646 -2.638 -0.726 2.241
N -2.03132 -0.95284 2.87417 -1.203 -1.034 -0.327
C -0.56986 0.58002 3.66494 1.966 -0.176 -0.059
O -0.16657 1.55066 4.64404 0.219 -0.331 -1.310
O -0.53114 1.36066 1.27549 -0.485 -0.442 2.044
H -4.81547 -2.52736 3.93797 0.744 0.708 0.503
H -4.10340 -1.32746 6.03262 -0.413 0.418 0.750
H -2.30956 0.26344 5.98871 0.634 0.192 0.036
C 2.69631 -0.29789 -0.46128 -0.873 0.773 -0.593
C 3.37567 -1.64287 -0.50197 -0.817 -1.474 1.384
C 4.30296 -1.86543 -1.66253 -0.099 0.004 -0.901
C 2.22157 -2.64626 -0.42280 -0.157 0.592 -0.065
C 1.60951 -3.25268 -1.50379 1.360 0.653 -1.998
C 0.53398 -4.09225 -1.40530 -1.032 -0.149 0.335
C -0.07738 -4.27719 -0.17750 -1.213 -0.070 1.289
C -1.37492 -5.10664 -0.04114 1.065 -0.031 0.226
C 0.44494 -3.58443 0.92904 1.532 -0.149 -1.043
C 1.61203 -2.78618 0.80637 -0.330 -0.842 1.330
H 3.35208 0.54829 -0.47146 0.701 0.349 -0.081
H 2.06397 -0.12658 0.43178 0.237 -0.345 -0.257
H 2.04616 -0.19369 -1.36608 0.254 -0.126 0.625
H 3.88368 -1.92100 0.46659 0.152 0.921 -0.877
H 3.83810 -1.67973 -2.66524 0.139 -0.275 0.874
H 4.69990 -2.88286 -1.61853 -0.045 0.041 -0.227
H 5.13694 -1.18477 -1.61178 0.422 0.321 0.104
H 1.99046 -2.97934 -2.51221 -0.235 -0.472 0.733
H 0.03103 -4.54113 -2.25230 0.356 0.093 -0.275
H -1.53249 -5.65903 -0.96304 0.085 -0.358 0.007
H -2.24777 -4.48038 0.06682 -0.138 0.472 0.185
H -1.35676 -5.78808 0.84056 0.116 0.392 -0.685
H 0.08464 -3.75032 1.90254 -0.808 -0.132 1.088
H 2.07940 -2.32713 1.71629 -0.612 -0.395 -0.828
C 1.07075 3.44291 -0.54465 0.585 1.417 -0.167
O 1.90575 3.83937 0.56395 0.065 -0.310 0.561
C 3.06727 3.11765 0.69944 -1.959 -0.797 0.739
C 4.02434 3.08835 -0.26473 0.946 -0.282 -0.649
C 5.18734 2.34104 -0.14463 -0.768 0.343 1.251
C 5.35497 1.61794 1.06364 0.185 0.713 -2.818
C 4.31400 1.51410 1.94498 1.164 -0.705 1.015
C 3.14250 2.19754 1.76160 0.240 0.879 0.416
N 2.08573 1.90915 2.62574 -0.395 0.676 -0.228
C 1.35583 2.85857 3.02792 -2.362 0.618 0.954
C -0.05445 2.61288 3.60785 -1.322 -1.645 -0.257
C -0.84065 3.77937 4.08278 2.068 1.362 -0.115
C -2.07149 4.07883 3.69287 -0.720 -1.454 0.180
C -2.91511 3.10057 2.93194 1.120 1.160 0.996
C -2.38303 1.96186 2.48818 -1.391 0.915 0.075
C -0.97880 1.59322 2.60600 3.321 1.233 -2.755
O 0.47705 -0.27453 3.23515 0.510 1.208 -0.517
H 0.02855 3.69923 -0.32953 0.334 -0.225 0.178
H 1.18379 2.39385 -0.76113 -0.109 -0.372 -0.128
H 1.45484 4.10259 -1.33156 -0.515 -0.534 -0.615
H 3.83058 3.56433 -1.18995 -0.140 0.790 -0.696
H 5.86960 2.41763 -0.98420 0.326 -0.453 0.390
H 6.24331 1.04687 1.07256 0.813 -0.655 0.837
H 4.45673 0.91179 2.84695 -0.333 0.012 -0.350
H 1.11427 0.31702 2.71342 -0.714 -0.579 0.940
H 1.49482 3.94834 2.90399 0.619 -0.569 -0.296
H -0.25913 4.49895 4.68907 -0.454 -0.176 -0.249
H -2.52154 4.97268 4.09299 -0.218 0.187 -0.104
H -3.94475 3.40653 2.85773 -0.256 -0.316 -0.561
H -2.97925 1.32491 1.85489 -0.089 -0.360 0.044
C -3.31419 -0.19268 -2.61462 0.602 1.065 -2.146
C -2.00232 -0.72599 -3.18394 1.920 -0.256 0.156
C -2.13161 -2.12581 -3.85464 -0.511 1.347 -0.655
C -0.91579 -0.86335 -1.97412 -1.853 0.403 -0.951
C -1.55512 0.26398 -4.31285 0.165 -0.392 0.045
C -1.79421 0.13008 -5.69993 -1.115 0.661 0.793
C -1.51098 1.16250 -6.60349 0.097 -0.360 0.706
C -0.84668 2.35105 -6.22712 -0.067 -1.171 -1.640
C -0.47055 2.36231 -4.91415 0.440 1.466 1.165
C -0.84464 1.39512 -3.98049 0.874 0.818 0.202
H -3.70988 -0.71150 -1.79398 -0.261 -0.963 1.212
H -4.02604 -0.23497 -3.45309 -0.321 0.353 0.309
H -3.10810 0.85531 -2.34994 -0.412 -0.209 0.085
H -2.31659 -2.79161 -3.06265 -0.712 -1.192 0.838
H -1.18812 -2.40765 -4.27451 0.842 -0.063 -0.249
H -2.84732 -2.21439 -4.71104 0.058 0.099 0.921
H -0.31881 -1.70127 -2.33457 0.726 -0.305 0.194
H -2.46274 -0.66537 -6.04314 0.562 0.060 -0.052
H -1.88976 0.91924 -7.56503 0.031 0.486 -1.118
H -0.52236 3.12538 -6.97600 -0.565 -0.839 0.960
H 0.08381 3.24315 -4.54462 -0.177 -0.523 -0.106
H -0.47028 1.54543 -2.97073 -0.350 -0.286 0.045



(5)
13
Properties=species:S:1:pos:R:3:forces:R:3 method="wB97M-V/def2-TZVPD" charge=+1 smiles="C1=N[NH+]=CN2C[C@H]12" e_homo_ha=-0.5230 e_above_lowest_kj_mol=375.1 lumo_energy_ha=-0.1869
C 0.65640 -1.40733 0.21053 -0.341 3.880 -0.948
N 1.70175 -0.64528 0.17404 -0.703 -4.023 0.575
N 1.67714 0.63261 -0.20142 0.607 3.297 0.301
C 0.53384 1.34467 0.18203 -0.192 -4.988 -3.674
N -0.56931 0.65740 -0.14493 2.618 2.446 1.265
C -1.80825 0.05966 0.16295 -2.000 -1.851 1.973
C -0.64606 -0.72576 -0.41697 1.862 -0.952 0.277
H 0.73207 -2.35630 0.66009 -0.026 -1.012 0.288
H 2.70039 1.00366 -0.36904 -3.071 -0.374 0.871
H 0.52175 2.27858 0.56871 0.049 2.910 1.057
H -2.59661 0.16572 -0.58966 0.272 0.586 0.358
H -2.22156 -0.09659 1.23711 1.234 0.467 -1.897
H -0.68156 -0.91103 -1.47345 -0.309 -0.387 -0.445